[1]
5 unconnected molecules or ions with the total composition C29H56N3O9. Source: the Open Molecules 2025 dataset; level of theory: ωB97M-V with the def2-TZVPD basis set.

Geometry (Å):
O: 10.137 15.380 15.639
O: 6.663 12.696 13.982
O: 5.808 14.574 13.049
O: 4.993 19.623 14.979
O: 4.925 13.592 14.993
O: 10.435 13.607 14.336
O: 11.568 15.515 13.888
O: 10.763 13.960 18.885
O: 6.031 11.659 11.391
N: 5.820 19.024 15.374
N: 10.035 13.280 18.377
N: 6.998 11.950 10.806
C: 9.635 11.319 16.920
C: 10.494 11.050 19.208
C: 8.295 18.883 15.539
C: 8.638 10.518 9.646
C: 5.690 17.471 15.699
C: 10.673 14.739 14.668
C: 7.129 19.827 15.755
C: 7.661 9.952 12.059
C: 5.770 17.412 17.259
C: 8.691 11.632 8.594
C: 6.873 13.059 9.842
C: 7.387 12.488 8.557
C: 9.383 11.861 11.526
C: 8.149 11.665 17.083
C: 7.708 14.277 10.359
C: 6.873 16.791 14.958
C: 4.320 16.979 15.154
C: 8.746 15.268 18.044
C: 7.890 17.829 14.492
C: 6.730 20.426 17.204
C: 5.393 13.422 9.734
C: 8.570 13.775 18.224
C: 10.508 11.940 17.930
C: 5.751 13.787 14.072
C: 11.962 12.084 17.451
C: 8.260 11.014 11.051
C: 7.252 20.997 14.762
C: 7.909 13.435 19.517
C: 7.894 13.189 16.999
H: 9.991 12.528 10.835
H: 9.448 15.523 17.215
H: 6.573 19.591 17.857
H: 7.529 20.642 13.744
H: 5.038 13.940 10.673
H: 7.740 11.199 18.001
H: 6.902 9.335 11.568
H: 9.186 12.538 12.344
H: 5.744 20.844 17.021
H: 8.730 11.234 7.601
H: 9.107 19.591 15.175
H: 7.559 18.360 13.599
H: 10.984 11.597 19.982
H: 11.760 16.295 14.419
H: 8.688 18.381 16.450
H: 6.786 17.473 17.638
H: 7.307 13.305 7.834
H: 7.911 21.767 15.237
H: 12.123 12.693 16.573
H: 10.079 11.189 11.985
H: 7.299 16.135 15.736
H: 12.704 12.416 18.263
H: 7.743 12.403 19.628
H: 7.323 15.183 9.830
H: 5.476 16.364 17.341
H: 8.216 13.552 16.019
H: 8.409 13.859 20.398
H: 6.295 21.536 14.544
H: 6.839 13.478 16.948
H: 8.729 17.124 14.331
H: 8.828 14.216 10.244
H: 9.523 12.313 8.796
H: 5.095 18.053 17.734
H: 9.838 11.824 15.944
H: 7.887 9.801 9.318
H: 5.404 14.105 8.946
H: 10.944 10.088 19.030
H: 6.686 11.758 8.137
H: 7.729 15.614 17.768
H: 4.220 17.176 14.119
H: 7.301 10.401 12.966
H: 9.589 10.014 9.656
H: 7.541 13.085 13.457
H: 7.473 21.185 17.492
H: 7.393 14.453 11.402
H: 8.892 15.599 19.073
H: 12.222 11.058 17.209
H: 3.418 17.360 15.651
H: 8.513 9.369 12.420
H: 9.792 10.240 16.825
H: 4.290 15.864 15.233
H: 4.826 12.536 9.557
H: 7.599 11.161 16.291
H: 9.484 10.846 19.490
H: 6.934 13.918 19.463
H: 6.520 16.204 14.160

## Properties
**Charge**: +1
**ΔE to the lowest compared entry with this formula, charge and spin**: 358.72 kJ/mol
**LUMO**: -3.9 eV
**Molecular weight**: 590.8 g/mol

Atom charges from the Löwdin analysis, given in e for atoms 1 to 8: atom 1 (O): -0.1067, atom 2 (O): -0.0568, atom 3 (O): -0.1033, atom 4 (O): 0.2547, atom 5 (O): -0.0170, atom 6 (O): 0.0137, atom 7 (O): 0.0333, atom 8 (O): 0.2619

[2]
9 unconnected molecules or ions with the total composition C29H57Br8F6N5O6S2. Source: the Open Molecules 2025 dataset; level of theory: ωB97M-V with the def2-TZVPD basis set.

Geometry (Å):
Br: 2.934 6.017 -1.484
Br: 4.272 2.672 -1.875
Br: -7.159 2.455 3.074
Br: -6.348 -0.807 -0.361
Br: -3.859 3.337 2.553
Br: 1.483 -1.646 4.381
Br: -10.387 -3.077 0.752
Br: 3.925 -1.930 8.498
S: -0.083 0.961 0.240
S: -1.495 1.537 -1.718
F: -3.466 0.040 -3.116
F: 1.659 0.152 2.219
F: 2.467 -0.218 0.232
F: -3.810 0.451 -1.054
F: -2.303 -1.158 -1.590
F: 0.938 -1.553 0.932
O: -1.330 1.979 -3.099
O: -1.343 0.403 0.849
O: 4.298 -3.003 -2.968
O: -2.081 2.570 -0.798
O: -4.645 -2.109 2.225
O: 0.260 2.324 0.744
N: -2.682 -3.098 2.902
N: -1.411 7.308 2.875
N: 1.339 -2.096 -3.882
N: -0.032 0.747 -1.207
N: 7.495 1.672 2.770
C: 1.869 -3.411 -4.544
C: -1.029 6.716 1.923
C: 5.662 -3.138 -2.452
C: -1.534 5.380 -0.177
C: 5.021 -0.561 2.065
C: -1.287 -3.307 2.474
C: -8.074 -1.436 0.609
C: -2.852 0.075 -1.836
C: 3.644 -1.784 -2.488
C: -4.569 1.431 2.511
C: -0.489 5.853 0.864
C: 1.273 0.499 -4.415
C: -8.905 -2.186 -0.354
C: 1.324 -0.301 1.016
C: 2.216 4.412 -2.470
C: -1.805 6.510 -1.173
C: -3.490 -2.552 1.973
C: 2.804 -1.375 6.964
C: 2.066 -1.959 -2.481
C: 2.432 3.238 -1.555
C: 2.013 -2.427 6.200
C: 5.250 0.912 1.665
C: 5.993 -1.514 1.315
C: -3.015 -2.922 4.299
C: -0.829 -2.066 -5.001
C: -0.155 -2.181 -3.619
C: 6.501 1.378 2.282
C: 1.795 -0.915 -4.822
C: -5.687 1.174 3.534
H: 4.501 1.546 2.139
H: 3.975 -0.870 2.052
H: 2.869 -1.069 -4.927
H: 0.318 6.396 0.372
H: 4.038 -1.484 -1.517
H: -8.711 -0.703 1.104
H: -0.684 -2.404 2.572
H: 1.718 -2.769 -1.841
H: 5.255 -0.608 3.129
H: 6.069 -1.054 0.330
H: 2.954 -3.340 -4.618
H: 5.892 -3.258 -1.393
H: 0.229 0.388 -4.121
H: -3.130 -2.542 0.932
H: 5.566 -2.510 1.201
H: -0.748 -1.041 -5.363
H: -2.697 6.252 -1.742
H: -4.043 -3.084 4.623
H: -2.370 4.943 0.369
H: -0.655 -2.847 -5.742
H: -2.572 -3.801 4.768
H: 1.758 1.061 -3.616
H: -1.213 -3.420 1.393
H: 5.107 1.162 0.613
H: -1.007 6.809 -1.853
H: -8.277 -2.964 -0.787
H: -6.150 0.202 3.369
H: -0.865 -4.123 3.061
H: 2.386 3.427 -0.483
H: 2.717 -3.248 6.072
H: 3.454 -0.862 6.256
H: -1.148 4.578 -0.804
H: 1.495 -1.122 -5.849
H: 1.511 -4.225 -3.914
H: 2.090 -0.645 7.346
H: 1.079 -2.737 6.668
H: 1.299 1.108 -5.319
H: -9.282 -1.529 -1.138
H: 6.938 -1.591 1.853
H: -1.872 -2.210 -4.721
H: 1.575 -1.064 -2.098
H: 0.114 5.075 1.334
H: 1.774 2.390 -1.742
H: -0.443 -1.320 -3.014
H: 6.220 -3.872 -3.034
H: -3.760 0.732 2.723
H: 4.029 -1.074 -3.220
H: 5.914 -2.101 -2.672
H: 2.582 4.328 -3.493
H: -5.005 1.222 1.534
H: 1.391 -3.626 -5.499
H: -2.272 7.332 -0.629
H: -5.305 1.251 4.552
H: -2.559 -2.034 4.737
H: -0.342 -3.106 -3.074
H: -7.667 -2.083 1.386
H: 1.175 4.671 -2.663

## Properties
**Charge**: 0
**ΔE to the lowest compared entry with this formula, charge and spin**: 309.22 kJ/mol
**LUMO**: -0.5 eV
**Molecular weight**: 1389.2 g/mol

Atom charges from the Löwdin analysis, given in e for atoms 1 to 8: atom 1 (Br): 0.5912, atom 2 (Br): 0.6324, atom 3 (Br): 0.5343, atom 4 (Br): 0.6354, atom 5 (Br): 0.5625, atom 6 (Br): 0.6888, atom 7 (Br): 0.5410, atom 8 (Br): 0.5873

[3]
A molecular structure, C29H57Cl3F3N2O35S6. Source: the Open Molecules 2025 dataset; level of theory: ωB97M-V with the def2-TZVPD basis set.

Geometry (Å):
Cl: -2.275 -2.885 -3.485
Cl: -2.775 -1.523 -0.967
Cl: -0.324 -3.036 -1.315
S: -1.034 1.686 -8.766
S: 5.589 2.129 -1.431
S: 3.434 5.558 -6.023
S: 1.580 2.162 3.714
S: -5.211 0.335 2.570
S: -5.916 3.541 -3.819
F: -1.340 2.611 -1.388
F: -1.331 0.841 -2.646
F: -0.738 2.749 -3.447
O: 1.972 -3.591 1.815
O: -0.156 -2.875 6.960
O: -2.797 -3.951 3.500
O: -1.383 -3.028 2.001
O: -5.043 2.284 -4.341
O: 4.572 3.067 -0.649
O: -2.181 2.735 -8.473
O: -0.151 2.203 -9.748
O: 6.872 2.293 -0.844
O: 0.743 0.514 -1.003
O: 2.757 -2.822 -0.117
O: 1.815 3.327 2.931
O: -1.441 -5.246 2.349
O: -5.188 -0.689 1.574
O: 3.342 -1.862 1.848
O: 3.390 6.903 -5.582
O: 5.398 2.181 -2.839
O: -4.436 1.610 1.978
O: 3.859 4.640 -4.754
O: 0.748 -1.327 5.653
O: 4.191 5.208 -7.180
O: -6.428 0.706 3.187
O: 2.202 2.390 5.191
O: -0.330 1.795 -7.284
O: -5.276 4.735 -4.259
O: -5.667 3.252 -2.264
O: -4.090 -0.013 3.679
O: 1.979 4.909 -6.155
O: -7.296 3.351 -4.110
O: 2.646 1.029 3.274
O: -1.508 0.351 -8.909
O: 1.954 -2.201 7.332
O: 1.562 1.266 -2.949
O: 4.947 0.744 -0.884
O: 0.285 1.586 3.825
N: 0.521 0.063 -5.202
N: 2.881 -1.177 -2.385
C: 4.102 0.963 0.257
C: 0.436 -0.310 1.245
C: -0.652 1.999 -2.347
C: -2.375 2.997 -7.080
C: 3.137 -2.217 3.217
C: -5.387 1.860 -2.047
C: 3.055 3.473 -4.664
C: -0.003 0.697 0.191
C: -1.648 -7.380 3.455
C: 0.939 -2.151 6.712
C: -4.524 1.524 -3.255
C: -2.495 -2.362 6.561
C: -2.979 -5.262 4.047
C: 0.770 1.616 -1.931
C: -1.540 -2.029 -2.100
C: -1.861 -3.986 2.532
C: 2.140 3.518 -5.885
C: 1.808 -4.166 4.216
C: -2.833 0.581 3.328
C: -0.521 -1.532 5.088
C: -1.062 2.614 -6.385
C: 1.894 -3.080 3.175
C: -1.162 -2.668 5.942
C: 3.844 1.215 4.037
C: -2.392 -6.166 2.962
C: -3.038 1.270 1.992
C: 4.245 2.457 0.612
C: 2.704 -2.755 1.080
C: 3.324 1.547 5.411
H: -0.269 -0.179 2.070
H: -2.760 -3.153 7.264
H: -1.151 -0.656 5.246
H: 2.480 -4.984 3.966
H: 1.176 3.072 -5.692
H: -4.372 0.470 -3.483
H: 2.073 -3.721 5.175
H: 0.801 0.665 -4.361
H: -1.004 -7.133 4.302
H: -1.233 -3.586 5.363
H: 4.031 1.996 6.104
H: 5.092 2.619 1.280
H: 1.205 2.446 -1.342
H: 0.865 0.444 -6.088
H: -2.548 -1.371 7.013
H: -2.074 -0.198 3.220
H: -4.854 1.798 -1.104
H: -0.489 -0.065 -5.263
H: -2.378 -5.356 4.952
H: 2.290 -1.813 -1.840
H: -4.041 -5.436 4.187
H: -2.874 0.577 1.163
H: 3.327 2.922 0.954
H: 2.998 0.612 5.887
H: 3.609 2.543 -4.555
H: -0.588 -1.879 4.060
H: 4.523 0.367 4.037
H: 1.447 -0.163 1.617
H: -2.390 -8.081 3.848
H: 4.405 2.054 3.611
H: 3.774 -0.980 -1.928
H: -1.077 -7.875 2.675
H: 4.340 0.253 1.042
H: -6.333 1.318 -2.055
H: 2.968 -1.321 3.804
H: -1.232 2.038 -5.474
H: -3.190 2.350 -6.752
H: -3.509 1.910 -3.102
H: -3.078 -6.463 2.167
H: -1.053 0.435 0.035
H: 2.410 -0.236 -2.463
H: -2.529 1.212 4.162
H: -2.427 2.154 1.844
H: 0.915 -0.872 -5.103
H: -0.512 3.471 -6.006
H: 4.034 -2.679 3.636
H: -2.629 4.040 -6.926
H: 3.078 0.780 -0.083
H: 0.113 1.710 0.585
H: 0.988 -2.479 3.159
H: 0.778 -4.512 4.296
H: 2.608 3.072 -6.768
H: 2.424 3.527 -3.775
H: -3.305 -2.380 5.826
H: 3.024 -1.537 -3.323
H: 0.308 -1.353 0.954
H: -1.043 -1.186 -2.550

## Properties
**Charge**: +1
**LUMO**: -3.3 eV
**Molecular weight**: 1349.5 g/mol

Atom charges from the Löwdin analysis, given in e for atoms 1 to 8: atom 1 (Cl): 0.5338, atom 2 (Cl): 0.6265, atom 3 (Cl): 0.6200, atom 4 (S): 0.6340, atom 5 (S): 0.6249, atom 6 (S): 0.6330, atom 7 (S): 0.6347, atom 8 (S): 0.6163

[4]
5 unconnected molecules or ions with the total composition C29H58BBrN5O17PS6. Source: the Open Molecules 2025 dataset; level of theory: ωB97M-V with the def2-TZVPD basis set.

Geometry (Å):
Br: 0.309 -8.054 -8.563
S: 0.438 3.834 8.437
S: -0.916 2.634 3.887
S: -0.065 7.725 -0.722
S: 1.277 -1.062 -2.235
S: 4.314 4.522 4.306
S: 1.201 -3.884 -1.559
P: -3.490 -6.552 -8.157
O: 0.211 8.180 -2.047
O: 1.120 4.345 7.282
O: -4.233 -7.857 -5.307
O: -1.709 3.035 5.011
O: 3.764 3.224 4.560
O: -0.686 6.452 -0.514
O: -5.451 -3.722 -7.749
O: 1.259 7.786 0.149
O: -0.194 4.736 9.347
O: -2.281 -3.493 -7.698
O: -4.766 -7.279 -8.259
O: 5.695 4.646 5.080
O: -3.221 -5.181 -2.616
O: 4.476 4.997 2.966
O: 1.450 2.907 9.242
O: -0.791 3.845 2.877
O: -1.246 1.449 3.155
N: -0.541 -2.019 -0.594
N: -0.985 -2.823 -5.730
N: -2.347 -6.884 -4.457
N: -4.327 -4.969 -6.096
N: -2.618 -1.839 0.211
C: -0.517 -7.543 -6.835
C: -1.716 -1.374 1.161
C: 2.735 3.458 9.594
C: -0.236 -6.043 -2.504
C: -4.641 -5.167 -2.669
C: -2.584 -4.529 -3.710
C: 0.768 2.602 4.380
C: 7.400 3.796 3.519
C: -0.450 -1.473 0.672
C: 0.372 -8.143 -5.767
C: 3.030 6.822 -1.267
C: -0.957 8.970 0.142
C: -4.911 -4.330 -6.951
C: 0.542 -2.271 -1.466
C: 6.691 3.626 4.848
C: -0.212 -5.005 -1.387
C: -1.754 -5.550 -4.543
C: -1.885 -2.209 -0.813
C: 2.658 4.417 10.765
C: -0.346 -5.484 -3.940
C: -3.375 -7.024 -5.360
C: 2.216 6.709 0.005
C: -3.218 -5.887 -6.443
C: -0.647 -6.013 -6.849
C: -1.876 4.114 1.960
C: -3.050 4.797 2.632
C: -0.695 2.580 7.962
C: -1.822 -5.354 -6.068
C: 3.422 5.719 5.235
B: -1.691 -3.823 -6.506
H: -3.326 -3.993 -4.293
H: 2.441 5.817 4.775
H: -2.026 -0.979 2.105
H: -2.717 5.676 3.184
H: 6.230 2.641 4.932
H: -0.018 -4.455 -3.905
H: 3.820 6.071 -1.268
H: -3.778 5.103 1.881
H: -0.123 -5.528 -0.441
H: -2.533 -7.242 -3.533
H: -1.928 -3.784 -3.287
H: 8.227 3.089 3.447
H: 0.290 -5.576 -6.530
H: 1.381 2.346 3.521
H: -0.020 -3.076 -5.563
H: 0.875 1.848 5.156
H: 1.035 3.577 4.774
H: -1.137 8.633 1.159
H: -4.990 -5.838 -1.894
H: 3.662 4.703 11.078
H: 0.341 -9.222 -5.852
H: 7.398 3.728 5.668
H: -1.020 -1.893 -6.126
H: 6.726 3.620 2.683
H: 1.698 5.751 0.066
H: -0.772 -5.708 -7.884
H: -3.547 4.135 3.340
H: 0.035 -7.895 -4.769
H: -5.011 -5.538 -3.619
H: 3.322 5.371 6.260
H: -5.025 -4.170 -2.465
H: -3.400 -5.444 -9.024
H: 3.351 2.598 9.851
H: 7.791 4.809 3.421
H: -1.013 -6.753 -2.246
H: -2.417 -7.378 -8.524
H: 2.144 3.952 11.606
H: -1.055 2.073 8.853
H: -1.518 3.061 7.439
H: -0.376 9.888 0.129
H: 3.182 3.931 8.718
H: 2.864 6.786 0.876
H: 2.412 6.669 -2.151
H: 3.957 6.664 5.189
H: 0.383 -6.011 -4.540
H: -1.899 9.113 -0.384
H: -2.180 3.190 1.466
H: -1.447 4.765 1.201
H: -1.132 -4.443 -1.327
H: 1.398 -7.805 -5.877
H: 0.700 -6.592 -2.454
H: -0.186 1.888 7.298
H: -2.319 -2.594 -1.715
H: -1.460 -8.066 -6.829
H: 0.465 -1.180 1.147
H: 3.481 7.811 -1.348
H: -2.242 -2.551 -7.884
H: 2.110 5.321 10.504

## Properties
**Charge**: 0
**SMILES**: COC[C@@]1(CCCSC(=S)n2ccnc2)NC(=O)[C@](N=C=O)([PH2]=O)[C@@]1(C[C@H](C)Br)B(N)O.CCOS(C)(=O)=O.CCOS(C)(=O)=O.CCOS(C)(=O)=O.CCOS(C)(=O)=O
**LUMO**: -0.9 eV
**Molecular weight**: 1062.9 g/mol

Atom charges from the Löwdin analysis, given in e for atoms 1 to 8: atom 1 (Br): 0.7058, atom 2 (S): 0.5801, atom 3 (S): 0.5745, atom 4 (S): 0.5631, atom 5 (S): 0.7185, atom 6 (S): 0.5676, atom 7 (S): 0.9471, atom 8 (P): 0.7964